The following is a DFT calculation (ωB97M-V/def2-TZVPD) of C19H48N4O9PS2 as an isolated structure at a distorted geometry.

Last column: Mulliken charge in e.
Atoms and positions in Å:
C 6.763213 0.408821 6.483903  -0.665
O 6.647792 1.358758 5.446604  -0.370
C 7.263664 1.044045 4.216908  -0.716
C 6.270624 0.753191 3.113498  -0.622
C 5.728050 -0.694291 3.095481  -0.960
C 4.242282 -0.805574 3.533870  0.523
C 4.123402 -1.744043 4.717833  -0.801
C 2.729573 -1.897390 5.304502  -0.601
S 2.393155 -0.636935 6.529024  0.887
O 3.294546 -0.974044 7.591282  -0.681
O 1.007709 -0.687466 6.923095  -0.675
N 2.892464 0.759654 5.921429  -0.224
S 1.798923 1.693811 5.205354  0.913
O 2.469716 2.399057 4.147676  -0.644
O 1.106208 2.585377 6.086845  -0.699
P 0.235734 0.639681 4.135074  0.133
N 0.692772 -0.240043 2.916700  -0.395
H 7.001062 -0.584116 6.114044  0.286
H 5.807454 0.341868 6.984916  0.230
H 7.531960 0.684976 7.205041  0.296
H 7.942789 0.194039 4.288354  0.431
H 7.876896 1.900405 3.949007  0.395
H 5.473214 1.484381 3.125474  0.372
H 6.833386 0.903431 2.194620  0.348
H 6.319972 -1.243674 3.813901  0.407
H 5.866694 -1.097824 2.103055  0.453
H 3.637180 -1.143940 2.705736  0.148
H 3.918580 0.195451 3.760141  -0.148
H 4.786141 -1.440543 5.515754  -0.001
H 4.475147 -2.714239 4.382841  0.511
H 1.954696 -1.985121 4.561949  0.150
H 2.714581 -2.813322 5.880168  0.447
H -0.496642 -0.108815 5.066394  0.091
H -0.578417 1.703580 3.711889  0.063
H 0.397083 -1.201359 3.025697  0.141
C -5.208680 -3.082729 -1.039841  -0.686
O -4.143329 -3.585590 -1.817513  -0.374
C -3.703286 -2.716797 -2.857235  -0.661
C -2.367596 -2.078254 -2.525871  -0.167
N -2.486599 -1.097808 -1.455527  -0.273
C -1.217956 -0.662012 -0.866487  -0.874
C -0.281592 -1.697313 -0.256139  -0.455
O -0.743026 -2.277544 0.944172  -0.369
C -1.687055 -3.317194 0.806099  -0.595
H -5.618465 -3.915154 -0.468877  0.250
H -4.877591 -2.317156 -0.330150  0.286
H -6.001305 -2.670132 -1.671612  0.306
H -4.457946 -1.965621 -3.102598  0.276
H -3.565542 -3.342950 -3.744040  0.362
H -1.978379 -1.576734 -3.417166  0.217
H -1.679136 -2.893156 -2.264880  0.331
H -3.062273 -1.481410 -0.719027  0.113
H -1.464747 0.049933 -0.076445  0.441
H -0.663399 -0.106513 -1.630544  0.379
H 0.633234 -1.168089 0.018725  0.340
H 0.016841 -2.476584 -0.970482  0.338
H -1.495632 -3.933231 -0.077191  0.301
H -2.708784 -2.926013 0.772374  0.173
H -1.612062 -3.949528 1.691578  0.317
C -2.760512 4.883250 -4.551453  -0.678
O -3.770200 4.584400 -5.497350  -0.330
C -3.303936 4.358152 -6.819222  -0.812
C -3.355943 2.892894 -7.199371  -0.143
N -2.359013 2.110691 -6.481577  -0.310
C -2.531643 0.661766 -6.558282  -0.842
C -3.841136 0.039938 -6.080492  -0.540
O -4.046324 0.085562 -4.683759  -0.304
C -4.517801 1.321729 -4.179778  -0.677
H -3.251080 5.282525 -3.665639  0.234
H -2.196931 3.993402 -4.253066  0.277
H -2.068086 5.637389 -4.935537  0.326
H -2.301461 4.771720 -6.964260  0.402
H -3.983545 4.900046 -7.483332  0.389
H -3.170242 2.798709 -8.274146  0.363
H -4.377974 2.544283 -7.001954  0.153
H -2.365896 2.380641 -5.507684  0.086
H -1.728030 0.219230 -5.965021  0.415
H -2.364273 0.353761 -7.596208  0.412
H -3.792875 -1.023696 -6.330147  0.357
H -4.717088 0.435234 -6.610326  0.400
H -5.205182 1.811367 -4.874557  0.364
H -3.689948 1.991492 -3.935509  0.142
H -5.048177 1.115306 -3.250714  0.321

Forces on atoms 1 to 3 (eV/Å):
-0.2 0.0 -0.1
0.1 -0.2 0.1
-0.1 0.3 0.1

Computed properties:
Orbital gap, eV: 7.551
E, hartree: -2786.51768
Total charge: -1

The following is a DFT calculation (ωB97M-V/def2-TZVPD) of a 5-piece molecular cluster, C19H49BrN3O7 overall at a distorted geometry.

Last column: Mulliken charge in e.
Atoms and positions in Å:
Br -27.373250 18.579650 -28.889010  -0.725
C -22.628610 17.653160 -33.024010  -0.740
O -22.927130 17.658070 -31.552370  -0.299
C -22.254610 18.779530 -30.997340  -0.502
C -22.379600 18.898450 -29.427890  -0.517
N -23.785320 19.124780 -29.039300  0.047
C -24.066920 19.205160 -27.602300  -0.414
C -23.154760 20.246220 -26.869230  -0.683
O -23.214610 21.503400 -27.536810  -0.055
C -22.986700 22.621300 -26.715110  -0.717
H -21.586350 17.691680 -33.340740  0.303
H -23.089140 18.504810 -33.524720  0.314
H -23.123090 16.741550 -33.359480  0.254
H -22.708890 19.687570 -31.393810  0.272
H -21.195890 18.753490 -31.255280  0.362
H -21.721480 19.662370 -29.013880  0.279
H -22.043720 18.007270 -28.897730  0.407
H -23.958860 20.087130 -29.292000  -0.047
H -23.881600 18.284590 -27.048850  0.421
H -25.112440 19.420450 -27.381780  -0.249
H -22.117370 19.912200 -26.887910  0.395
H -23.442450 20.378670 -25.826260  0.467
H -23.710220 22.783320 -25.916120  0.216
H -23.050160 23.526960 -27.318300  0.066
H -22.000370 22.528680 -26.260500  0.369
C -24.197930 23.925160 -29.752940  -0.757
O -25.444250 23.873330 -29.034810  -0.317
C -26.276160 22.869170 -29.667730  -0.311
C -27.620150 22.836500 -28.995150  -0.581
N -27.751520 22.116620 -27.710170  -0.277
C -26.689600 22.627690 -26.764820  0.164
C -26.835120 21.792060 -25.482470  -0.666
O -26.023210 22.319020 -24.467250  -0.319
C -25.711520 21.413060 -23.436180  -0.773
H -23.768110 22.925120 -29.810170  0.222
H -23.476540 24.553580 -29.230660  0.257
H -24.361680 24.424140 -30.708090  0.359
H -25.813810 21.906620 -29.886430  0.117
H -26.542480 23.283720 -30.640000  0.514
H -28.300680 22.268520 -29.629480  0.083
H -27.946630 23.876010 -29.025670  0.279
H -27.647170 21.125360 -27.873310  0.259
H -26.782000 23.686810 -26.524370  0.272
H -25.692800 22.427110 -27.157570  -0.146
H -26.566780 20.769590 -25.748250  0.222
H -27.891980 21.686470 -25.237540  0.465
H -26.604210 21.146610 -22.870310  0.351
H -25.022000 21.922230 -22.762820  0.240
H -25.250640 20.494570 -23.799580  0.292
C -33.224860 15.041680 -29.228340  -0.773
O -31.853350 14.962900 -29.304150  -0.345
C -31.219040 16.217510 -29.542350  -0.665
C -29.741430 16.038190 -30.079320  -0.307
N -29.664200 15.083800 -31.186760  -0.248
C -30.218580 15.566020 -32.500320  -0.270
C -30.108700 14.507880 -33.591520  -0.635
O -30.595080 14.961920 -34.831730  -0.319
C -30.700660 13.947170 -35.766640  -0.713
H -33.501410 15.621140 -28.347520  0.306
H -33.644480 14.043240 -29.105280  0.258
H -33.689050 15.523990 -30.088570  0.318
H -31.208410 16.714540 -28.572330  0.549
H -31.800130 16.786070 -30.268430  0.307
H -29.068400 15.912240 -29.231220  0.380
H -29.421840 17.039560 -30.367800  -0.079
H -30.036160 14.167210 -30.982780  0.316
H -29.559460 16.360900 -32.849390  0.213
H -31.259860 15.875460 -32.410430  0.210
H -30.612250 13.627000 -33.193310  0.323
H -29.050600 14.246290 -33.601320  0.359
H -30.754650 14.297250 -36.797480  0.262
H -31.590570 13.345420 -35.582070  0.263
H -29.787180 13.353060 -35.740670  0.309
C -30.545280 20.407060 -30.491720  -0.333
O -29.536400 19.722570 -31.224860  -0.383
H -30.123910 20.984290 -29.668710  0.114
H -31.110980 21.087890 -31.127770  0.286
H -31.140690 19.652760 -29.977300  0.119
H -28.937900 19.399640 -30.547270  0.003

Forces on atoms 1 to 3 (eV/Å):
-0.3 0.3 0.1
-1.5 -0.4 1.6
1.6 0.5 -2.1

Computed properties:
Orbital gap, eV: 7.383
E, hartree: -4018.17140
Total charge: -1

- Which of these has the lowest E?
  C19H49BrN3O7